# 1
# C3H4N2O3

A single C3H4N2O3 molecule in a non-equilibrium geometry (ωB97M-V with the def2-TZVPD basis set, the OMol25 dataset).

Output
HOMO-LUMO gap = 9.31 eV
maximum force = 3.5 eV/A
2S+1 = 1
charge = 0
SMILES string = [H]/N=c1\cc(O)on1O
HOMO = -8.982 eV

Each line ends with the natural charge from an NBO analysis.
CARTESIAN COORDINATES (ANGSTROEM)
H 1.8791 -2.1965 0.4892  0.388
N 1.7956 -1.3451 -0.1579  -0.790
C 0.8100 -0.4676 0.0396  0.354
C -0.4085 -0.5013 0.7752  -0.482
C -1.1593 0.6148 0.5071  0.668
O -2.3007 1.1169 1.1504  -0.645
O -0.6033 1.2955 -0.4636  -0.355
N 0.7792 0.7573 -0.6707  0.142
O 1.1229 0.4764 -1.9979  -0.529
H -0.7688 -1.1364 1.6108  0.243
H -2.7005 1.8204 0.5339  0.505
H 1.5543 -0.4343 -1.8162  0.502

***

# 2
# C37H34GeN4Ru

A molecular structure, C37H34GeN4Ru in a non-equilibrium geometry (ωB97M-V with the def2-TZVPD basis set, the OMol25 dataset).

Output
HOMO-LUMO gap (spin up / spin down) = 6.77 / 7.31 eV
expectation value of S² = 0.832
maximum force = 1.5 eV/A
2S+1 = 2
charge = +1
HOMO (spin up / spin down) = -9.400 / -9.973 eV

Each line ends with the Löwdin spin population.
CARTESIAN COORDINATES (ANGSTROEM)
Ru 1.1695 -0.1582 -0.0937  1.031
C 3.1552 -2.0093 1.1517  0.004
N 3.2117 -0.6005 0.7233  0.001
C 3.3132 0.3353 1.8656  0.003
C 2.8573 1.7123 1.4626  0.005
C 3.5943 2.8470 1.7315  0.000
C 3.1094 4.0771 1.3060  0.004
C 1.9138 4.1217 0.6250  0.000
C 1.2373 2.9342 0.3773  0.004
N 1.6889 1.7466 0.7926  0.011
C 4.2374 -0.3439 -0.3124  0.001
C 3.7104 -0.5693 -1.7083  0.009
C 4.3736 -1.3437 -2.6374  0.000
C 3.8264 -1.4619 -3.9108  0.007
C 2.6550 -0.7943 -4.1975  0.000
C 2.0537 -0.0454 -3.1910  0.011
N 2.5589 0.0570 -1.9663  0.040
C 2.3624 -2.8590 0.1938  0.006
C 2.7813 -4.0961 -0.2410  -0.001
C 1.9378 -4.8318 -1.0667  0.005
C 0.7111 -4.3086 -1.4052  -0.001
C 0.3684 -3.0420 -0.9409  0.004
N 1.1840 -2.3207 -0.1663  0.006
H 2.6145 -2.0207 2.0990  0.001
H 4.1503 -2.4304 1.3230  0.000
H 4.3217 0.3662 2.2908  0.000
H 2.6263 -0.0347 2.6276  0.001
H 4.5302 2.7668 2.2684  0.000
H 3.6667 4.9840 1.5043  0.000
H 1.4980 5.0542 0.2686  0.000
H 0.2977 2.9261 -0.1550  -0.002
H 5.1386 -0.9375 -0.1320  0.000
H 4.5177 0.7077 -0.2340  0.000
H 5.2979 -1.8406 -2.3726  0.000
H 4.3162 -2.0667 -4.6635  0.000
H 2.1980 -0.8482 -5.1758  0.000
H 1.1308 0.4923 -3.3694  0.001
H 3.7443 -4.4801 0.0683  0.000
H 2.2431 -5.8047 -1.4314  0.000
H 0.0141 -4.8538 -2.0261  0.000
H -0.5818 -2.5891 -1.1843  -0.002
C -0.5058 0.2216 -0.8259  -0.185
Ge -2.2124 0.4562 0.1136  -0.012
C -2.8056 2.2923 -0.0278  -0.003
C -2.2383 3.2629 0.8062  0.000
C -2.6174 4.5962 0.7153  0.000
C -3.5782 4.9808 -0.2122  0.000
C -4.1632 4.0299 -1.0354  0.000
C -3.7790 2.6967 -0.9424  0.000
C -2.0506 0.0800 2.0113  0.002
C -3.1109 0.3385 2.8852  0.001
C -2.9830 0.1027 4.2481  -0.001
C -1.7901 -0.3903 4.7654  0.001
C -0.7261 -0.6518 3.9139  0.003
C -0.8668 -0.4185 2.5512  0.037
C -3.4706 -0.7482 -0.7190  -0.004
C -4.1479 -1.7162 0.0252  -0.001
C -5.0298 -2.5987 -0.5896  0.000
C -5.2422 -2.5289 -1.9592  0.000
C -4.5712 -1.5773 -2.7168  0.000
C -3.6903 -0.6980 -2.1003  -0.001
H -0.6118 0.2286 -1.9213  -0.011
H -1.5143 2.9715 1.5619  0.000
H -2.1781 5.3337 1.3765  0.000
H -3.8810 6.0180 -0.2828  0.000
H -4.9251 4.3242 -1.7465  0.000
H -4.2574 1.9651 -1.5839  0.000
H -4.0461 0.7408 2.5077  0.000
H -3.8132 0.3088 4.9120  0.000
H -1.6942 -0.5694 5.8292  0.000
H 0.2025 -1.0432 4.3151  0.000
H -0.0528 -0.6224 1.8615  0.025
H -3.9914 -1.7851 1.0962  0.000
H -5.5533 -3.3399 0.0018  0.000
H -5.9302 -3.2150 -2.4368  0.000
H -4.7366 -1.5196 -3.7856  0.000
H -3.1725 0.0367 -2.7096  0.000

***

# 3
# C6H6OS

A single C6H6OS molecule in a non-equilibrium geometry (ωB97M-V with the def2-TZVPD basis set, the OMol25 dataset).

Output
HOMO-LUMO gap = 8.32 eV
maximum force = 7.2 eV/A
2S+1 = 1
charge = 0
SMILES string = CC#CC1=CSCO1
HOMO = -8.119 eV

Each line ends with the natural charge from an NBO analysis.
CARTESIAN COORDINATES (ANGSTROEM)
C 3.0989 -0.6279 1.3782  -0.689
C 1.7271 -0.6645 0.5812  0.054
C 0.7802 -0.0332 -0.1240  -0.102
C -0.6291 0.0681 -0.5761  0.211
C -1.0379 0.5437 -1.8205  -0.385
S -2.8346 0.0071 -1.9409  0.177
C -2.7384 0.3955 -0.1231  -0.222
O -1.5397 -0.5477 0.2150  -0.487
H 3.7145 -1.4669 0.7726  0.242
H 2.9393 -1.0696 2.3950  0.249
H 3.4362 0.4660 1.2110  0.265
H -0.6467 1.2419 -2.5889  0.255
H -2.5696 1.4937 0.1582  0.213
H -3.6999 0.1939 0.4623  0.219

***

Looking at energy above the lowest of the compared OMol25 structures with the same formula, charge and spin for the records above, in order, we have 5.127, 0.435, 4.892 eV.